Entry from the OMol25 dataset: a structure of composition C21H31F5N4RuSeSi in a non-equilibrium geometry (the ωB97M-V functional and the def2-TZVPD basis).

Results
2S+1: 2
Relative energy (zero: lowest compared OMol25 entry of this formula, charge and spin) (kJ/mol): 51.2
Expectation value of S²: 0.826
Charge: +1
E_LUMO (alpha / beta) (Eh): -0.17355 / -0.15547

XYZ file:
```
64
Properties=species:S:1:pos:R:3:forces:R:3:nbo_charge:R:1
Ru 0.42292 -0.43953 -0.45676 -1.760 -1.661 1.331 0.95
C -2.73117 -2.44388 -1.94813 0.002 0.013 0.026 -0.65
C -2.71627 -2.03989 -0.50403 -0.181 -0.237 -0.210 0.27
C -3.72872 -2.40165 0.37460 0.170 0.033 -0.039 -0.30
C -3.68072 -1.94065 1.68690 0.028 0.021 -0.021 -0.11
C -2.66140 -1.10688 2.10029 0.157 0.074 0.037 -0.32
C -1.67364 -0.77112 1.16606 -0.724 -0.040 0.160 0.39
N -1.70746 -1.27978 -0.07938 1.367 1.041 -0.232 -0.49
N -0.61532 0.05172 1.33479 1.651 -0.710 -1.806 -0.93
Si -0.41424 1.47618 2.33034 0.351 0.705 -0.078 1.77
C 1.07253 2.31612 1.48669 -0.312 -0.065 0.342 -1.10
C -0.02432 1.09246 4.12987 -0.132 -0.032 -0.368 -1.12
C -1.97846 2.51767 2.21473 0.269 -0.269 0.050 -1.13
H -3.55611 -1.94496 -2.45856 0.019 0.010 -0.008 0.25
H -2.87771 -3.51828 -2.06193 0.009 0.000 0.019 0.23
H -1.80516 -2.14469 -2.43383 -0.011 -0.020 -0.035 0.22
H -4.53962 -3.02896 0.03347 -0.005 0.026 -0.034 0.24
H -4.45473 -2.23271 2.38497 -0.006 0.037 0.003 0.23
H -2.60553 -0.71692 3.10782 -0.032 -0.046 0.001 0.23
H 1.93504 2.38996 2.15231 -0.006 -0.035 0.007 0.25
H 0.83225 3.33016 1.16120 -0.037 -0.012 -0.023 0.25
H 1.38032 1.74982 0.60259 -0.001 0.101 -0.009 0.21
H 0.85398 0.45454 4.23787 0.015 -0.001 -0.024 0.24
H -0.86200 0.60996 4.63662 0.003 -0.001 0.012 0.24
H 0.17631 2.03315 4.64823 -0.002 -0.002 0.015 0.25
H -2.31029 2.62158 1.17960 0.038 0.016 -0.025 0.24
H -1.80553 3.51544 2.62277 0.004 0.002 0.011 0.25
H -2.79436 2.06561 2.78237 -0.018 0.022 -0.007 0.25
C 3.55214 0.62056 -0.61268 0.190 0.166 -0.012 -0.42
N 2.74199 -0.55520 -0.97425 -0.913 0.719 0.241 -0.46
C 2.79701 -0.74310 -2.43618 0.114 0.033 -0.185 -0.44
C 3.25947 -1.73775 -0.27011 -0.111 -0.289 0.106 -0.24
C 2.41841 -2.97360 -0.52359 0.203 0.192 -0.025 -0.24
N 1.02256 -2.78558 -0.10650 -0.206 0.551 0.183 -0.46
C 0.17879 -3.78793 -0.76846 -0.067 -0.063 -0.061 -0.41
C 0.89716 -2.93126 1.35322 0.022 -0.103 0.153 -0.43
H 4.58739 0.49107 -0.94787 -0.015 -0.066 0.016 0.20
H 3.55011 0.76093 0.46714 -0.029 -0.049 -0.009 0.21
H 3.14279 1.50920 -1.08576 0.046 -0.128 0.068 0.24
H 3.78329 -1.11200 -2.74013 0.003 -0.033 0.090 0.21
H 2.61385 0.20796 -2.92830 -0.075 -0.010 0.043 0.25
H 2.03608 -1.44563 -2.77450 0.020 -0.012 -0.014 0.21
H 3.28560 -1.51067 0.79682 0.046 0.039 -0.015 0.21
H 4.28632 -1.94631 -0.59311 0.022 0.099 0.022 0.22
H 2.86729 -3.81992 0.00921 -0.040 -0.041 -0.037 0.22
H 2.42947 -3.21612 -1.58588 -0.012 -0.045 0.012 0.22
H 0.55825 -4.79974 -0.58546 0.040 0.032 0.027 0.20
H 0.16006 -3.60917 -1.84301 0.024 -0.002 0.006 0.21
H -0.83487 -3.72741 -0.38418 0.016 0.001 0.011 0.22
H 1.24864 -3.91720 1.68068 0.020 0.004 -0.058 0.20
H -0.14641 -2.82748 1.64426 0.016 0.044 -0.021 0.23
H 1.47647 -2.16507 1.86796 -0.027 -0.018 0.004 0.21
F -1.08050 6.51913 -1.50990 -0.018 0.180 0.015 -0.27
C -0.92346 5.22519 -1.71165 0.006 -0.191 -0.010 0.30
C 0.35298 4.68094 -1.74525 -0.015 -0.030 0.010 0.30
F 1.41455 5.46111 -1.58032 0.053 0.062 0.028 -0.28
C 0.50110 3.32433 -1.94638 -0.357 -0.230 -0.031 0.32
F 1.73239 2.80282 -1.96493 0.087 0.210 -0.068 -0.31
C -0.59215 2.47966 -2.11721 0.302 0.394 0.083 -0.34
Se -0.37153 0.63689 -2.49455 -0.275 -0.248 0.288 0.06
C -1.85994 3.05343 -2.07825 0.251 -0.309 0.028 0.34
F -2.93072 2.27957 -2.22289 -0.160 0.125 0.001 -0.28
C -2.03349 4.41060 -1.87879 0.031 0.001 0.004 0.27
F -3.25166 4.93330 -1.84069 -0.045 0.049 0.013 -0.27
```
Forces are in eV/Å.


Entry from the OMol25 dataset: a cluster of 2 separate species, C24H22NO in total in a non-equilibrium geometry (the ωB97M-V functional and the def2-TZVPD basis).

Results
2S+1: 1
Relative energy (zero: lowest compared OMol25 entry of this formula, charge and spin) (kJ/mol): 0.0
Charge: +1
E_LUMO (Eh): -0.20315

XYZ file:
```
48
Properties=species:S:1:pos:R:3:forces:R:3:nbo_charge:R:1
C -1.64199 -0.08706 -0.76789 0.413 0.050 -0.219 0.07
C -2.80269 0.70840 -1.00511 -0.683 0.760 -0.002 -0.08
C -3.97360 0.54865 -0.21536 0.275 -0.213 -0.340 -0.14
C -5.15082 1.20885 -0.54604 0.051 0.162 -0.084 -0.22
C -5.18984 2.07648 -1.65346 0.419 -0.307 0.268 -0.11
C -4.02972 2.29496 -2.41278 0.207 -0.077 0.147 -0.21
C -2.84872 1.64132 -2.08427 -0.172 -0.265 0.158 -0.15
C -0.43622 0.13544 -1.42271 0.140 0.287 0.220 -0.31
C 0.55113 -0.82338 -1.55876 -0.341 0.189 0.189 0.09
C 1.71607 -0.65021 -2.37067 0.781 0.130 -0.519 -0.19
C 2.53307 -1.77054 -2.67571 -0.313 0.316 0.217 -0.11
C 3.66058 -1.63500 -3.47469 0.059 0.192 -0.089 -0.22
C 4.00982 -0.37501 -3.99318 -0.384 -0.268 0.297 -0.12
C 3.21149 0.74390 -3.71302 -0.231 -0.028 0.210 -0.24
C 2.08082 0.61481 -2.91237 0.083 -0.360 -0.057 -0.07
H -1.70373 -0.92646 -0.07199 -0.131 0.059 -0.215 0.23
H -3.91869 -0.12544 0.64205 -0.182 0.173 -0.239 0.23
H -6.04821 1.04635 0.05414 0.308 0.097 -0.199 0.24
H -6.11491 2.58709 -1.91943 0.220 -0.170 0.087 0.24
H -4.03931 2.97132 -3.27027 -0.080 -0.208 0.332 0.24
H -1.95526 1.80761 -2.68727 -0.398 -0.048 0.086 0.22
H -0.27384 1.11632 -1.87195 -0.181 -0.467 -0.057 0.22
H 0.38302 -1.79721 -1.09329 0.125 0.160 -0.083 0.23
H 2.23469 -2.73890 -2.26735 0.236 0.215 -0.163 0.23
H 4.27124 -2.51193 -3.69730 -0.176 0.323 0.054 0.24
H 4.89772 -0.26591 -4.61555 -0.241 -0.057 0.160 0.24
H 3.46481 1.72548 -4.11995 -0.017 -0.374 0.129 0.24
H 1.47003 1.49249 -2.69805 0.288 -0.224 -0.099 0.20
C 0.21579 -3.57278 3.31683 0.256 0.396 -0.253 -0.26
O 0.85565 -2.48782 2.59962 -0.426 -0.570 0.480 -0.52
C 0.60692 -1.23493 3.05638 -0.445 0.521 0.545 0.41
C -0.24858 -0.93285 4.13708 0.608 -0.598 -0.877 -0.36
C -0.45147 0.39954 4.51236 0.488 0.776 -0.507 -0.18
C 0.18496 1.45719 3.83489 -0.739 -0.065 0.853 -0.30
C 1.02681 1.15546 2.77265 0.306 -0.662 -0.363 0.22
C 1.25651 -0.18431 2.36881 -0.425 0.410 0.392 -0.21
C 2.15393 -0.14419 1.26485 0.380 0.676 -0.623 -0.30
C 2.45693 1.19041 1.01282 -0.439 -1.046 0.503 -0.03
N 1.77665 1.96997 1.93203 -0.225 -0.021 0.131 -0.55
H 0.56486 -4.47316 2.80823 -0.149 0.100 0.198 0.21
H 0.51666 -3.58714 4.37884 -0.023 0.023 -0.457 0.19
H -0.88282 -3.49101 3.25508 0.388 -0.045 -0.045 0.18
H -0.74499 -1.74830 4.67094 0.174 0.493 -0.151 0.23
H -1.11978 0.58505 5.35211 0.217 0.187 -0.227 0.22
H 0.03147 2.49485 4.12776 -0.061 -0.261 0.063 0.22
H 2.50954 -1.02429 0.74711 0.192 0.256 -0.042 0.23
H 3.11390 1.63462 0.27028 -0.197 -0.122 0.250 0.22
H 1.82014 2.98126 2.00354 0.043 -0.496 -0.059 0.42
```
Forces are in eV/Å.


- Which of these has the lowest relative energy (zero: lowest compared OMol25 entry of this formula, charge and spin)?
  C24H22NO